Density functional theory data (ωB97M-V with the def2-TZVPD basis set) for a 9-piece molecular cluster, C22H64N2O16 overall at a distorted geometry.

The value obtained for the largest force on an atom is 0.055 Eh/bohr. Its SMILES is COC[C@H](C)N.COC[C@H](C)N.OCCO.OCCO.OCCO.OCCO.OCCO.OCCO.OCCO. Its orbital gap is 0.34666 hartree.

Last column: Mulliken charge in e.
Positions of all 104 atoms, in Å:
C (-0.4116, -5.3695, 0.0778)  -0.634
O (-1.4563, -4.8024, 0.8605)  -0.425
C (-1.6929, -3.4368, 0.5812)  -0.199
C (-3.1072, -3.0895, 1.0235)  0.297
C (-4.1694, -3.9133, 0.3041)  -1.474
N (-3.3634, -1.6569, 0.7026)  -0.151
H (-0.6041, -5.4180, -0.9952)  0.286
H (-0.2479, -6.3511, 0.5148)  0.284
H (0.4730, -4.7467, 0.2573)  0.211
H (-0.8833, -2.8559, 1.0453)  0.134
H (-1.5872, -3.1626, -0.4805)  0.150
H (-3.1074, -3.1911, 2.1113)  0.320
H (-5.1395, -3.5173, 0.6036)  0.441
H (-4.0687, -4.9771, 0.5080)  0.365
H (-4.1020, -3.7138, -0.7683)  0.271
H (-4.1535, -1.5751, 0.0747)  -0.200
H (-3.6808, -1.1795, 1.5402)  0.271
C (-2.7344, -0.6755, -2.9415)  -0.508
O (-4.0225, -0.5721, -2.3931)  0.057
C (-5.0586, -1.0644, -3.2107)  -0.854
C (-6.4486, -0.8101, -2.6091)  0.282
C (-6.8512, 0.6711, -2.5936)  -1.244
N (-6.4069, -1.2792, -1.2146)  -0.537
H (-2.1341, -0.0160, -2.3069)  -0.348
H (-2.6706, -0.1721, -3.9123)  0.447
H (-2.2426, -1.6493, -2.9291)  0.281
H (-4.9043, -0.7363, -4.2487)  0.477
H (-4.9415, -2.1538, -3.3268)  0.337
H (-7.0674, -1.3359, -3.3404)  0.295
H (-6.9510, 1.0965, -3.5980)  0.389
H (-6.1001, 1.2566, -2.0594)  0.184
H (-7.8177, 0.8502, -2.1197)  0.369
H (-7.2586, -0.9936, -0.7451)  0.295
H (-5.6760, -0.6840, -0.8308)  0.120
O (4.8024, -4.3358, 1.0857)  -0.556
C (4.3891, -4.0626, -0.2238)  -0.615
C (3.7650, -2.6802, -0.4648)  0.529
O (3.1929, -2.6097, -1.7551)  -0.580
H (5.4150, -3.6701, 1.4420)  0.387
H (5.1285, -4.2521, -1.0125)  0.295
H (3.6204, -4.7651, -0.5673)  0.395
H (4.6199, -1.9941, -0.3925)  0.044
H (3.1054, -2.4004, 0.3564)  -0.087
H (2.4694, -1.9706, -1.6949)  0.410
O (-3.9434, 1.7589, 2.1654)  -0.544
C (-2.6844, 1.9992, 1.5177)  -0.200
C (-3.0141, 2.3892, 0.0694)  0.395
O (-1.8908, 2.8947, -0.6253)  -0.587
H (-4.1231, 2.6120, 2.5745)  0.329
H (-2.1236, 2.7915, 2.0237)  0.412
H (-2.1109, 1.0733, 1.6009)  -0.234
H (-3.8382, 3.1114, 0.1155)  0.484
H (-3.4329, 1.4927, -0.4031)  -0.393
H (-2.0412, 2.7384, -1.5604)  0.237
O (1.9577, 2.5016, 3.5289)  -0.352
C (1.8931, 1.8376, 4.7796)  -0.275
C (2.1323, 2.8452, 5.8762)  -0.508
O (1.0329, 3.7395, 5.9262)  -0.558
H (1.6128, 1.9326, 2.8182)  0.313
H (0.8857, 1.4207, 4.8863)  0.291
H (2.5976, 0.9968, 4.8322)  0.252
H (3.0947, 3.3533, 5.7796)  0.263
H (2.1530, 2.2728, 6.8056)  0.344
H (0.8782, 4.0756, 5.0368)  0.338
O (1.5441, 0.8479, 1.3609)  -0.324
C (0.7256, -0.2900, 1.0277)  -0.982
C (0.1265, -0.2079, -0.3468)  1.215
O (1.1501, -0.3660, -1.3347)  -0.500
H (2.4297, 0.6217, 1.0634)  0.000
H (1.3622, -1.1487, 1.2562)  0.300
H (-0.0662, -0.3291, 1.7802)  0.277
H (-0.4127, 0.7227, -0.5348)  0.010
H (-0.6222, -1.0066, -0.4028)  -0.433
H (0.9000, 0.1058, -2.1457)  0.345
O (6.3903, -2.0334, 1.8423)  -0.521
C (6.3793, -0.6117, 1.6007)  -0.742
C (5.1794, -0.0253, 2.3269)  -0.269
O (4.0416, -0.7190, 1.8251)  -0.452
H (7.3261, -2.2532, 1.8903)  0.270
H (7.3366, -0.1219, 1.7766)  0.530
H (6.1671, -0.4625, 0.5357)  0.229
H (5.1095, 1.0584, 2.2419)  0.300
H (5.3365, -0.2008, 3.3993)  0.237
H (4.3799, -1.6241, 1.8040)  0.261
O (0.3903, 0.3963, -3.8510)  -0.466
C (0.0819, 1.5336, -4.6967)  -0.633
C (-0.9747, 2.3659, -3.9917)  0.149
O (-1.0854, 3.6616, -4.5884)  -0.612
H (1.2369, 0.0723, -4.1794)  0.240
H (1.0340, 2.0585, -4.8141)  0.551
H (-0.2263, 1.1974, -5.6890)  0.280
H (-0.6305, 2.5580, -2.9694)  0.053
H (-1.9869, 1.9707, -3.9878)  0.103
H (-0.1978, 4.0209, -4.6878)  0.344
O (3.8174, 4.3321, 2.0668)  -0.527
C (4.0983, 3.7904, 0.7516)  0.160
C (4.1389, 4.9445, -0.2737)  -0.667
O (2.8833, 5.1418, -0.8723)  -0.493
H (3.2894, 3.6803, 2.5501)  0.352
H (5.1305, 3.4563, 0.9279)  0.204
H (3.4443, 2.9854, 0.4190)  0.070
H (4.7859, 4.4461, -1.0066)  0.296
H (4.6538, 5.8025, 0.1545)  0.327
H (2.3783, 5.7568, -0.3309)  0.302

Cartesian forces, eV/Å:
C 0.2 0.6 1.2
O -0.4 -0.2 -0.9
C 0.3 -0.1 -0.4
C 0.2 1.0 -0.3
C 0.3 0.2 0.4
N 0.2 0.1 0.6
H -0.3 0.0 0.0
H 0.1 -0.1 -0.3
H 0.3 -0.2 -0.3
H -0.4 0.3 0.4
H -0.2 -0.5 -0.2
H -0.4 -0.3 0.0
H -0.1 -0.4 0.1
H -0.1 0.0 -0.1
H 0.1 -0.2 -0.1
H 0.2 -0.2 -0.3
H 0.2 0.1 0.0
C 0.6 1.5 0.6
O -0.4 0.0 0.1
C 0.4 -1.0 -0.4
C 0.8 1.2 -0.3
C 0.1 0.3 -0.8
N 0.0 -0.3 -0.6
H 0.2 -0.3 0.1
H -0.2 -0.6 -0.3
H -0.5 -0.3 -0.2
H -0.5 0.7 0.1
H -0.1 -0.1 0.4
H -0.6 -0.4 0.8
H 0.2 -0.1 0.0
H 0.0 0.0 0.0
H 0.0 -0.3 0.2
H -0.1 -0.1 0.0
H -0.1 -0.2 0.3
O -0.1 0.0 0.3
C -1.1 -0.1 -1.6
C 1.6 0.0 0.3
O -0.2 -0.1 0.4
H -0.2 -0.1 -0.6
H 0.6 0.4 0.4
H -0.1 -0.3 0.9
H -0.2 0.4 -0.1
H -0.5 -0.3 -0.2
H -0.1 0.1 -0.1
O 0.5 0.5 0.2
C -0.1 -0.1 -0.4
C -0.3 -0.5 0.5
O 0.0 -0.2 0.1
H -0.5 -0.3 0.2
H 0.0 0.0 -0.1
H 0.0 0.1 -0.3
H 0.2 0.2 0.0
H 0.1 0.0 -0.2
H 0.0 0.1 -0.1
O 0.2 0.4 -0.2
C 0.0 -0.3 -0.4
C -0.6 -0.6 -0.1
O 0.2 0.2 0.3
H 0.1 -0.1 0.0
H 0.0 0.0 0.3
H 0.1 0.2 0.0
H 0.0 0.1 -0.2
H -0.1 0.3 0.2
H 0.2 -0.1 -0.1
O -0.4 0.1 -0.3
C 0.3 0.8 1.0
C 0.1 -0.6 -0.4
O 0.2 -0.2 0.2
H 0.2 0.0 0.1
H -0.3 -0.4 -0.7
H -0.2 0.1 -0.2
H 0.1 0.2 0.4
H 0.1 -0.1 -0.2
H -0.2 -0.1 0.3
O 0.8 0.7 0.2
C -0.8 0.6 -1.1
C 0.9 -0.4 0.7
O 0.4 0.6 0.5
H -0.2 -0.5 0.1
H 0.0 -0.2 0.5
H 0.1 -0.1 -0.1
H -0.3 0.0 -0.6
H -0.3 -0.2 0.0
H -0.7 -0.2 -0.1
O -0.1 0.3 -0.6
C 0.1 -0.8 0.4
C 0.8 1.5 0.1
O -0.2 -0.3 -0.5
H -0.1 -0.3 0.1
H -0.3 0.6 0.0
H -0.2 0.0 0.1
H 0.0 -0.6 0.2
H 0.1 -0.4 -0.1
H 0.0 0.1 0.1
O -1.0 -0.4 -0.5
C 1.2 1.7 1.6
C 0.4 -2.8 0.2
O -0.1 0.8 -0.1
H -0.1 0.1 0.2
H 0.0 -0.5 -0.9
H -0.2 0.1 0.1
H -0.1 0.8 -0.6
H -0.3 0.3 -0.1
H 0.0 -0.1 0.0

=====

Density functional theory data (ωB97M-V with the def2-TZVPD basis set) for a single C4H6N2O3 molecule at a distorted geometry.

The value obtained for the largest force on an atom is 0.119 Eh/bohr. Its SMILES is [H]/N=C1/NO[C@H]2CO[C@@H]1O2. Its orbital gap is 0.37173 hartree.

Last column: natural (NBO) charge in e.
Positions of all 15 atoms, in Å:
H (-2.7175, 0.9978, 1.3342)  0.372
N (-1.8603, 0.4286, 1.8270)  -0.670
C (-0.8345, 0.1036, 1.0392)  0.353
N (0.1471, -0.9602, 1.2210)  -0.339
O (1.3458, -0.9017, 0.4614)  -0.387
C (1.3507, -0.0853, -0.5957)  0.312
C (0.2889, -0.7156, -1.5986)  -0.172
O (-0.8644, 0.2200, -1.4972)  -0.498
C (-0.5969, 0.8746, -0.2807)  0.268
O (0.8536, 1.0826, -0.3358)  -0.503
H (0.6864, -1.0928, 2.1235)  0.415
H (2.3051, 0.1243, -0.8609)  0.199
H (0.5247, -0.5934, -2.6526)  0.205
H (0.4004, -1.8225, -1.1322)  0.218
H (-1.1353, 1.8360, -0.5610)  0.227

Cartesian forces, eV/Å:
H 3.4 -1.4 1.1
N 0.9 -0.9 -2.5
C -2.6 1.7 0.6
N -0.1 0.9 1.8
O 1.6 -1.6 2.2
C -3.2 -1.8 -2.7
C 1.3 -0.7 -0.1
O 1.6 -2.9 1.4
C 0.3 1.2 -1.9
O -3.2 5.0 1.7
H -2.3 0.4 -0.6
H 3.2 -0.5 -1.3
H 0.3 -0.7 0.0
H -1.9 2.1 -1.7
H 0.7 -0.8 2.0

=====

HOMO energy: -9.138, -9.389 (eV)